# 1
{
  "formula": "C10H19N2O2",
  "method": "ωB97M-V/def2-TZVPD",
  "de_lowest_ev": 2.917,
  "multiplicity": 1,
  "total_charge": 1,
  "lumo_energy_ev": [-4.54, -4.01],
  "homo_ev": [-8.96, -9.39],
  "homo_lumo_gap_ev": [4.42, 5.38],
  "elements": ["C", "C", "C", "C", "C", "C", "C", "C", "C", "C", "N", "N", "O", "O", "H", "H", "H", "H", "H", "H", "H", "H", "H", "H", "H", "H", "H", "H", "H", "H", "H", "H", "H"],
  "coordinates": [[3.6072, -0.5633, 0.1087], [0.4508, 0.9488, -0.6879], [2.5221, 1.2677, 0.8837], [1.5548, 0.3229, 0.0431], [-0.8842, 1.0825, 0.1176], [-1.4154, -1.3808, 0.1505], [-0.6149, 1.9700, 1.2465], [-1.9925, 1.8376, -0.6891], [-1.4722, -1.8587, -1.2420], [-1.4246, -2.4482, 1.2527], [2.4182, -0.6792, -0.4228], [4.6749, -1.4671, -0.1057], [3.7326, 0.4778, 0.9830], [-1.2798, -0.1583, 0.6074], [0.6872, 1.9108, -1.1217], [0.1838, 0.1928, -1.4789], [2.7335, 2.0502, 0.2137], [2.2275, 1.6583, 1.9438], [-0.3156, 2.9837, 0.9786], [0.1509, 1.5008, 1.8626], [-1.6601, 2.0981, 1.7287], [-2.9851, 1.6055, -0.1605], [-1.9768, 1.6109, -1.7757], [-1.9177, 2.9133, -0.5420], [-0.9784, -1.1167, -1.9698], [-2.5973, -2.0381, -1.4568], [-0.9876, -2.8265, -1.2989], [-0.7438, -2.2442, 2.0113], [-1.1728, -3.5352, 0.9778], [-2.4535, -2.5518, 1.6166], [2.1173, -1.5437, -0.9456], [4.9937, -1.5887, -1.0440], [5.4482, -1.3648, 0.4533]]
}

# 2
{
  "formula": "C4H7NS",
  "method": "ωB97M-V/def2-TZVPD",
  "de_lowest_ev": 0.842,
  "multiplicity": 1,
  "total_charge": 0,
  "lumo_energy_ev": 0.69,
  "homo_ev": -8.27,
  "smiles": "C=CCC(N)=S",
  "homo_lumo_gap_ev": 8.96,
  "elements": ["C", "C", "C", "C", "H", "H", "H", "H", "H", "H", "H", "N", "S"],
  "coordinates": [[0.0096, -0.7134, -0.3547], [-0.5079, -0.2023, 0.9936], [0.4476, 0.7869, 1.6043], [0.1484, 2.1146, 1.6269], [1.1398, -2.1095, -1.1722], [1.1709, -2.1036, 0.5727], [-0.6226, -1.0745, 1.5869], [-1.4771, 0.2342, 0.7631], [1.3838, 0.4674, 2.0487], [-0.7171, 2.5436, 1.0803], [0.6814, 2.8482, 2.2023], [0.7830, -1.7941, -0.2884], [-0.4766, -0.0101, -1.7677]]
}

# 3
{
  "formula": "C2H4O3",
  "method": "ωB97M-V/def2-TZVPD",
  "de_lowest_ev": 6.418,
  "multiplicity": 1,
  "total_charge": 0,
  "lumo_energy_ev": 0.36,
  "homo_ev": -10.24,
  "homo_lumo_gap_ev": 10.59,
  "elements": ["C", "C", "O", "O", "O", "H", "H", "H", "H"],
  "coordinates": [[1.0494, -0.5014, -0.8550], [-0.5006, -0.1261, 0.6287], [0.6739, -1.2985, -1.8686], [1.5862, -1.7570, -0.8757], [1.7049, 0.6323, -0.9242], [-0.1314, 0.7255, 1.2139], [-0.6513, -0.9855, 1.2418], [-1.4976, 0.1400, 0.2976], [2.2843, 0.6978, -1.8219]]
}

> What is the multiplicity in the third record?

1